{
  "formula": "C22H51AlBN4O2Si2",
  "method": "ωB97M-V/def2-TZVPD",
  "elements": ["O", "O", "C", "C", "H", "H", "H", "H", "H", "C", "C", "H", "H", "H", "H", "H", "C", "C", "C", "H", "H", "H", "H", "H", "C", "H", "H", "H", "H", "H", "H", "Al", "C", "Si", "H", "H", "C", "C", "C", "C", "Si", "H", "H", "C", "C", "C", "H", "H", "H", "H", "H", "H", "H", "H", "H", "H", "H", "H", "H", "H", "H", "H", "H", "H", "B", "N", "C", "C", "C", "N", "N", "C", "C", "C", "N", "H", "H", "H", "H", "H", "H", "H", "H"],
  "positions_angstrom": [[2.051840, -0.063249, -0.464500], [0.057040, -1.585082, -4.494863], [2.797322, 1.060218, -1.210117], [4.149752, 1.151891, -0.571002], [2.179079, 1.963038, -1.116592], [2.822159, 0.727597, -2.239223], [4.057916, 1.477007, 0.471806], [4.774398, 1.889302, -1.090272], [4.642833, 0.175707, -0.601088], [2.103687, -1.473712, -0.922584], [2.835395, -1.648544, -2.224856], [1.068831, -1.826552, -0.996943], [2.610147, -1.994554, -0.106102], [2.243719, -1.289013, -3.079873], [2.949836, -2.727231, -2.385275], [3.847285, -1.213801, -2.229879], [-0.994099, -2.287733, -3.855175], [-0.309407, -0.364524, -5.107915], [-0.521293, -3.724192, -3.698402], [-1.910554, -2.263929, -4.475583], [-1.245647, -1.863283, -2.864596], [-0.168709, -4.109014, -4.661342], [-1.351336, -4.357861, -3.359347], [0.311026, -3.787344, -2.989451], [0.331048, -0.354722, -6.484486], [0.059224, 0.483299, -4.520365], [-1.399902, -0.253289, -5.206249], [1.410774, -0.513893, -6.407806], [0.133777, 0.597583, -6.989124], [-0.078470, -1.174067, -7.085252], [1.151648, 0.268113, 0.027664], [-0.179252, 0.651110, 1.691416], [-0.502894, 1.006212, -0.294989], [-1.889884, 2.073126, -1.014471], [0.304856, 1.575074, -0.782797], [-0.594430, 0.059265, -0.863794], [-1.188662, 3.075737, -2.438315], [-2.670354, 3.272253, 0.164018], [-3.194371, 0.912170, -1.716536], [1.355887, -0.411315, 2.365059], [1.146487, -2.247024, 2.747240], [1.388377, 0.076985, 3.373103], [2.399476, -0.250187, 2.027089], [2.842282, -3.044259, 2.730682], [0.115651, -3.158887, 1.484586], [0.392105, -2.472079, 4.449353], [-2.733291, 0.083931, -2.275963], [-3.840796, 1.479921, -2.406158], [-3.819811, 0.492161, -0.913240], [-0.251405, 3.554252, -2.123134], [-1.875284, 3.876059, -2.752790], [-0.972864, 2.445400, -3.310594], [-1.939888, 3.661594, 0.883423], [-3.486015, 2.806374, 0.726742], [-3.069668, 4.115265, -0.415886], [0.750303, -3.876401, 0.943743], [-0.364061, -2.507687, 0.742855], [-0.672833, -3.724512, 2.001663], [0.134060, -3.522819, 4.636782], [-0.520322, -1.874017, 4.584663], [1.110493, -2.150718, 5.218788], [2.848873, -3.891657, 3.427913], [3.622448, -2.340296, 3.042359], [3.105253, -3.421549, 1.734691], [-2.311439, 2.427349, 3.691623], [-0.850518, 2.932580, 3.436605], [-0.262303, 4.007551, 3.985772], [1.027727, 4.135744, 3.457634], [1.180593, 3.076804, 2.564446], [0.045374, 2.333219, 2.552387], [-2.567236, 0.910448, 3.374505], [-3.531277, 0.151465, 3.922926], [-3.540478, -1.091999, 3.294411], [-2.503371, -1.061542, 2.358822], [-1.870110, 0.141303, 2.439790], [-3.084976, 3.109114, 3.034867], [-2.567363, 2.595214, 4.872828], [-0.769232, 4.623036, 4.716678], [1.768126, 4.869708, 3.713036], [2.036137, 2.815144, 1.961089], [-4.166437, 0.537413, 4.713943], [-4.181584, -1.927961, 3.511384], [-2.211419, -1.826237, 1.668546]],
  "atomic_forces_ev_per_a": [[-0.45, 1.48, -0.09], [-0.34, 0.03, 0.46], [-0.50, -0.89, 0.51], [0.18, 0.25, 0.23], [0.17, -0.43, 0.09], [-0.04, 0.19, -0.12], [0.06, -0.14, -0.17], [-0.15, -0.20, 0.01], [0.05, 0.24, 0.03], [0.08, -0.19, 0.30], [-0.01, -0.08, -0.53], [0.20, 0.22, 0.05], [-0.14, 0.05, -0.08], [0.22, 0.01, 0.23], [-0.01, 0.16, 0.11], [-0.40, -0.19, 0.04], [-0.02, -0.48, -0.13], [0.18, 0.18, -0.56], [-0.21, -0.07, -0.01], [0.32, 0.09, 0.19], [0.07, 0.10, -0.25], [-0.10, 0.10, 0.15], [0.28, 0.10, 0.05], [-0.15, -0.05, -0.03], [-0.12, 0.08, -0.12], [-0.04, 0.01, 0.16], [0.18, -0.17, 0.16], [-0.12, 0.12, 0.01], [0.10, -0.17, 0.00], [0.04, 0.19, 0.05], [1.35, -0.68, -1.49], [-0.62, 0.40, -0.09], [0.73, -0.42, 0.27], [-0.78, -0.16, -0.27], [-0.02, -0.16, 0.08], [0.04, 0.25, 0.03], [0.29, 0.00, -0.03], [0.04, 0.10, 0.19], [-0.03, 0.07, 0.07], [0.05, 0.34, 0.66], [0.37, 0.24, 0.38], [-0.10, -0.35, -0.35], [-0.62, -0.01, -0.24], [0.14, -0.07, 0.08], [-0.30, -0.31, -0.31], [-0.05, 0.18, 0.12], [-0.17, 0.21, 0.10], [0.11, -0.27, 0.23], [0.13, 0.06, -0.28], [-0.10, 0.04, -0.15], [0.15, -0.29, 0.11], [0.00, 0.13, 0.12], [-0.19, 0.05, -0.09], [0.12, 0.15, -0.02], [0.00, -0.16, 0.22], [-0.27, 0.12, 0.07], [0.04, -0.13, 0.06], [0.15, 0.06, -0.26], [0.09, 0.20, -0.03], [0.14, -0.12, -0.05], [-0.19, -0.11, -0.16], [0.12, 0.07, -0.19], [-0.09, -0.15, 0.03], [0.02, 0.01, 0.16], [-0.93, 0.75, 0.40], [1.30, -0.64, -0.58], [0.30, -0.66, -0.64], [-0.13, -0.37, -0.24], [-1.02, 0.24, 0.76], [-0.47, 1.35, 0.90], [1.04, -1.23, -0.20], [0.51, 0.21, -0.67], [0.40, -0.10, -0.33], [-0.47, 1.12, 1.24], [-1.24, 0.18, 0.47], [0.34, -0.33, 0.05], [0.21, -0.14, -0.32], [-0.04, -0.20, -0.13], [-0.01, 0.13, -0.01], [-0.05, -0.11, 0.03], [0.21, 0.00, -0.27], [-0.09, 0.05, -0.05], [0.26, -0.08, -0.11]],
  "mulliken_charge": [0.77, -0.30, -0.14, -1.17, 0.25, 0.52, 0.24, 0.45, 0.29, 1.06, -1.60, -0.16, -0.21, 0.34, 0.48, 0.39, 0.15, 0.15, -1.24, 0.51, -0.15, 0.32, 0.41, 0.18, -1.38, -0.06, 0.44, 0.29, 0.41, 0.31, -0.80, -1.71, 0.90, 0.07, -0.36, -0.23, -1.11, -0.94, -0.88, -0.62, 0.74, 0.54, 0.44, -1.34, -0.88, -1.15, 0.14, 0.38, 0.29, 0.34, 0.41, 0.19, 0.20, 0.27, 0.48, 0.42, 0.01, 0.46, 0.35, 0.26, 0.31, 0.35, 0.37, 0.32, 0.08, -0.10, -0.37, -1.09, -0.17, 0.96, -0.12, -0.31, -1.14, -0.47, 1.35, -0.06, -0.14, 0.46, 0.46, 0.47, 0.46, 0.44, 0.60],
  "homo_energy_ev": -11.50,
  "orbital_gap_ev": 9.49,
  "lumo_ha": -0.07396,
  "total_charge": 1,
  "e_tot_ha": -2084.518770
}

{
  "formula": "C26H61N3O8S8",
  "method": "ωB97M-V/def2-TZVPD",
  "elements": ["C", "S", "O", "C", "H", "H", "H", "H", "H", "H", "C", "S", "O", "C", "H", "H", "H", "H", "H", "H", "C", "S", "O", "C", "H", "H", "H", "H", "H", "H", "C", "S", "O", "C", "H", "H", "H", "H", "H", "H", "C", "S", "O", "C", "H", "H", "H", "H", "H", "H", "C", "S", "O", "C", "H", "H", "H", "H", "H", "H", "C", "S", "O", "C", "H", "H", "H", "H", "H", "H", "C", "S", "O", "C", "H", "H", "H", "H", "H", "H", "C", "C", "N", "H", "H", "H", "N", "C", "C", "C", "C", "H", "H", "H", "H", "H", "N", "C", "C", "C", "C", "H", "H", "H", "H", "H"],
  "positions_angstrom": [[3.620457, -0.163421, -4.186202], [1.755257, 0.134339, -3.955522], [1.397527, -0.571021, -2.636572], [1.906567, 1.915889, -3.587082], [4.191967, 0.457409, -3.496242], [3.764137, 0.125049, -5.227472], [3.776617, -1.216851, -3.953822], [2.700627, 2.215229, -2.903002], [0.992107, 2.127959, -3.033102], [1.762627, 2.481759, -4.507502], [-1.620443, -0.301621, 4.539118], [-3.083823, -0.715251, 3.548338], [-2.820963, -0.038601, 2.226098], [-4.188663, 0.310249, 4.587818], [-1.866523, -0.476211, 5.586528], [-1.485983, 0.770999, 4.678798], [-0.719373, -0.809051, 4.194598], [-4.611123, -0.224601, 5.438438], [-5.128453, 0.174709, 4.052548], [-4.017543, 1.382839, 4.679388], [-3.310873, 4.109829, 2.461518], [-1.783663, 4.231859, 3.566478], [-2.167053, 4.765619, 4.953068], [-1.394033, 2.440939, 3.819558], [-3.506613, 3.113199, 2.065918], [-3.430093, 4.876519, 1.695958], [-4.207033, 3.996479, 3.071558], [-1.985413, 2.176329, 4.696118], [-0.337543, 2.410289, 4.085998], [-1.671503, 1.848559, 2.947658], [4.211327, 2.067109, -0.830522], [3.082567, 1.701239, 0.569648], [1.759737, 2.414799, 0.383188], [2.784627, -0.025531, 0.004038], [4.364007, 3.127449, -1.031682], [4.098777, 1.478319, -1.740882], [5.170607, 1.720929, -0.445752], [3.709577, -0.533661, -0.268672], [2.067017, -0.073671, -0.815002], [2.150717, -0.578731, 0.697028], [2.391727, 4.317569, -1.175352], [1.011117, 4.421819, -2.443402], [1.577287, 3.930499, -3.775682], [0.052897, 2.993349, -1.750812], [2.781337, 5.334779, -1.215132], [3.227577, 3.635299, -1.330192], [1.946557, 4.175829, -0.190552], [-0.512083, 2.498149, -2.540542], [-0.611803, 3.220289, -0.917272], [0.685787, 2.238919, -1.283492], [1.545517, -3.275371, 3.806838], [0.414617, -1.912751, 3.302848], [1.008677, -0.715311, 4.065378], [0.981267, -1.860361, 1.523348], [1.319647, -4.244551, 3.362118], [1.425507, -3.383311, 4.884818], [2.594177, -2.995231, 3.707198], [2.063497, -1.989301, 1.507708], [0.790377, -0.877951, 1.091458], [0.437507, -2.623061, 0.965928], [-2.844973, -4.980041, -0.791422], [-3.347223, -3.365631, -1.610282], [-2.828663, -2.247001, -0.703422], [-2.113223, -3.406141, -2.923392], [-3.103483, -5.142771, 0.254898], [-1.758233, -4.964881, -0.874422], [-3.146823, -5.819901, -1.417222], [-2.127223, -2.563331, -3.614472], [-2.410973, -4.262591, -3.528322], [-1.127883, -3.483971, -2.463852], [2.407197, -2.285781, -1.345572], [0.927787, -2.900751, -2.294282], [1.362007, -3.384221, -3.698052], [0.658357, -4.315961, -1.096182], [2.048187, -1.744811, -0.470032], [2.881317, -1.637631, -2.082592], [3.057647, -3.093741, -1.010562], [1.547137, -4.937931, -1.202592], [-0.224123, -4.898111, -1.361582], [0.732517, -4.034111, -0.045862], [1.133387, 2.570519, 2.607568], [-0.026043, 2.654979, 1.798018], [-0.952233, 2.624349, 1.118978], [0.935387, 2.076899, 3.559008], [1.456177, 3.571999, 2.892078], [1.868997, 2.009069, 2.031598], [-0.897593, 0.676389, 0.882278], [0.076697, 0.756329, -0.022002], [0.104727, -0.440171, -0.599712], [-0.942973, -1.261781, -0.125652], [-1.603223, -0.552781, 0.930548], [-1.145713, 1.486039, 1.432738], [0.767267, 1.580089, -0.126582], [0.698147, -0.804041, -1.425462], [-1.180523, -2.281851, -0.389122], [-2.367273, -0.718151, 1.675718], [-1.718103, -0.860421, -2.044672], [-0.804713, -0.772861, -3.111292], [-1.523563, -0.574491, -4.236232], [-2.904403, -0.437501, -3.885242], [-2.985353, -0.610261, -2.488432], [-1.321463, -0.951311, -1.120272], [0.216687, -1.112651, -3.023682], [-1.052843, -0.387251, -5.190052], [-3.663123, -0.073351, -4.562102], [-3.818953, -0.435441, -1.824392]],
  "atomic_forces_ev_per_a": [[-1.71, 0.07, 0.14], [2.30, 0.27, 0.67], [6.62, 3.68, -3.30], [-1.07, -2.77, -0.31], [-0.14, 0.03, -0.18], [0.46, -0.28, 0.10], [0.10, 0.03, -0.52], [0.29, -0.48, -0.75], [0.76, -1.24, -1.01], [0.85, -1.49, -0.27], [-0.86, 0.01, 1.01], [-0.09, 1.22, 3.83], [-9.49, 8.13, 9.96], [-2.13, -1.15, -1.02], [-0.05, -1.17, 0.10], [0.13, -1.10, -0.90], [-1.68, 1.27, 1.10], [1.20, 0.11, 0.89], [-0.16, 0.67, -0.83], [0.49, -0.36, 0.18], [-0.64, -1.40, 1.05], [-0.83, 0.82, 0.71], [0.18, -0.96, -1.91], [-1.76, 1.55, 0.98], [1.30, -0.18, -0.88], [0.40, -0.02, 0.34], [0.00, 1.33, 0.83], [-0.15, 0.68, -0.13], [-1.29, -0.06, 0.30], [-0.09, 0.07, 1.18], [1.72, -0.72, 0.71], [0.50, -0.90, -2.14], [4.42, 1.07, -1.18], [0.17, 1.01, 0.28], [0.69, -0.86, 0.40], [-0.72, 0.25, 0.20], [0.17, -0.12, 0.29], [0.17, 0.37, 0.39], [1.16, 1.29, -0.40], [1.71, 1.14, 0.41], [-0.85, 2.24, -0.82], [0.63, -1.05, 0.37], [-0.94, 4.99, 1.67], [-0.24, 0.17, 0.22], [0.26, 0.12, -0.06], [-2.11, 0.89, -0.75], [0.06, 0.28, -0.52], [-0.42, 0.34, 0.04], [-0.09, 0.88, -0.39], [-0.16, 1.05, -1.49], [-0.27, 0.11, 0.77], [3.49, -0.89, -1.26], [0.10, -1.23, -1.32], [0.33, -0.56, 2.52], [-0.06, 0.21, -0.31], [-0.34, 0.02, 0.06], [-0.14, 0.19, -0.57], [0.00, -0.76, 0.53], [-0.73, -0.50, 0.90], [0.23, 0.29, 0.51], [0.88, 0.37, -0.98], [0.44, 0.84, 1.23], [-4.26, -4.08, 0.37], [-0.53, -1.12, -0.34], [-0.46, 0.51, -0.22], [-0.36, -0.02, 0.41], [-0.41, 0.07, 0.03], [-0.35, 0.01, 0.44], [0.42, -0.44, 0.03], [-0.70, -0.26, -0.36], [0.14, -1.92, -0.67], [1.71, -2.21, 0.14], [-0.37, 0.38, 2.79], [1.49, -0.61, -0.97], [-0.05, -0.98, -0.99], [0.25, -0.47, 0.77], [-0.02, -0.26, -0.15], [-0.05, -0.39, -0.33], [0.49, 0.25, 0.11], [-0.59, 0.39, -0.30], [1.05, -0.47, 2.17], [0.61, 2.81, -0.43], [0.89, 9.49, -0.12], [0.58, -0.34, -0.56], [0.36, 0.12, -0.31], [-0.72, 0.53, 2.29], [-3.02, -6.46, 1.77], [-0.61, -1.50, -0.48], [0.65, -2.47, -0.30], [3.74, -0.28, 10.10], [10.00, -2.65, -10.22], [-1.54, -4.44, 0.23], [-1.62, -1.65, 0.38], [-1.17, 0.91, 2.08], [1.11, 0.30, 0.58], [2.05, -5.26, -4.15], [-1.98, 2.16, -8.35], [-3.73, -1.22, 0.78], [-0.95, 1.08, -1.02], [0.16, 0.60, 0.77], [0.92, 1.06, -2.12], [-2.80, 1.65, -3.72], [-2.95, 0.19, -0.62], [-0.30, -0.32, -0.29], [-0.25, -0.23, 0.14], [0.13, -0.22, -0.07]],
  "mulliken_charge": [-1.03, 0.26, -1.61, 0.13, 0.30, 0.42, 0.40, 0.39, -1.32, 0.82, 0.69, 0.25, -0.22, -1.14, 0.88, -0.12, -1.14, 0.45, 0.42, 0.31, -0.85, 0.62, -0.75, -1.36, 0.13, 0.36, 0.39, 0.88, 0.29, 0.00, -1.27, 0.24, -0.89, 0.30, 0.57, 0.30, 0.57, 0.73, -1.21, 0.12, -0.26, 0.14, -0.57, -0.15, 0.57, -0.49, 0.15, 0.54, 0.76, 0.75, -1.27, 0.60, -0.69, -0.19, 0.39, 0.40, 0.32, 0.89, -0.16, -0.33, -0.72, 0.11, -0.42, 0.46, 0.35, -0.14, 0.39, -0.09, 0.59, -1.02, -0.34, 2.07, -0.94, -1.30, 0.45, -0.27, 0.62, 0.65, 0.42, 0.37, -0.75, 1.00, -0.36, 0.53, 0.46, -0.67, 0.65, 1.03, 0.81, -0.95, -0.82, 0.77, -1.95, -1.54, 1.35, 0.32, 0.70, -0.34, -1.22, -1.50, -0.45, 1.29, -0.84, 0.50, 0.44, 0.58],
  "homo_energy_ev": -6.48,
  "orbital_gap_ev": 6.44,
  "lumo_ha": -0.00161,
  "e_tot_ha": -4977.462086
}